(1)
One molecule with the formula C22H21Cl2NO3, computed with ωB97M-V/def2-TZVPD.

Output
Calculated total energy: -55832.49824 eV
Gap between HOMO and LUMO: 9.4557 eV
Multiplicity: 1
SMILES: C=C(C)C[C@H]1C(=O)N(CC(=O)O)C[C@H](c2ccccc2Cl)c2cc(Cl)ccc21
M: 418.3 g/mol

Last column: Löwdin charge in e.
Cartesian coordinates (Å):
O (4.27247, 2.40578, -2.79862)  0.09
O (3.02609, 1.79336, 1.27002)  0.05
Cl (-4.80800, 0.24365, 2.13379)  0.65
Cl (-1.09215, -2.59503, -1.40084)  0.71
O (3.37625, 0.46218, -2.13066)  0.13
C (3.48058, 1.79701, -2.10486)  -0.48
C (1.94943, 1.35045, 0.84148)  -0.34
C (2.50950, -2.14717, 3.50848)  0.06
C (1.56638, -2.08892, 2.49194)  -0.34
C (-3.28795, -0.57480, -4.07551)  -0.07
C (-3.04716, 0.78894, -3.76844)  -0.06
C (-2.27354, 0.30782, 3.13039)  -0.09
C (-2.68649, -1.58756, -3.30464)  -0.10
C (-2.14799, 1.08029, -2.73272)  -0.04
C (-2.47984, 0.27492, 0.72478)  -0.04
C (-0.87060, 0.28460, 2.97861)  -0.02
C (-3.05565, 0.26939, 1.98972)  -0.64
C (-1.76649, -1.24737, -2.31124)  -0.57
C (-1.47679, 0.06897, -2.00974)  -0.21
C (-1.08703, 0.31120, 0.53641)  -0.11
C (-0.28688, 0.30093, 1.69575)  -0.10
N (1.56835, 1.84061, -0.42098)  -0.02
C (0.39741, -3.01811, 2.47310)  -0.06
C (2.51781, 2.63734, -1.25029)  -0.03
C (0.23334, 1.70534, -1.02828)  -0.11
C (1.84549, -1.10826, 1.34679)  -0.11
C (-0.47398, 0.37288, -0.86190)  -0.21
C (1.26574, 0.26052, 1.66545)  -0.17
H (4.13103, 0.20879, -2.65929)  0.12
H (2.38703, -2.82155, 4.32762)  0.04
H (3.43600, -1.54643, 3.42034)  0.07
H (-3.98686, -0.87506, -4.84606)  0.10
H (-3.57258, 1.60923, -4.29599)  0.11
H (-2.78104, 0.32552, 4.10100)  0.11
H (-2.88882, -2.62479, -3.48560)  0.09
H (-1.98813, 2.14171, -2.51062)  0.12
H (-3.21024, 0.25066, -0.09461)  0.12
H (-0.30447, 0.30966, 3.89305)  0.12
H (0.25449, -3.44289, 1.47148)  0.07
H (-0.53002, -2.49420, 2.82837)  0.09
H (0.61902, -3.82961, 3.15438)  0.07
H (3.10929, 3.30733, -0.62191)  0.13
H (1.97518, 3.26801, -1.96147)  0.14
H (-0.35651, 2.51914, -0.57404)  0.15
H (0.30079, 1.85328, -2.08985)  0.11
H (1.42797, -1.53073, 0.40829)  0.11
H (2.94336, -0.96459, 1.27081)  0.13
H (0.28542, -0.39367, -0.98709)  0.11
H (1.58078, 0.54124, 2.66319)  0.14

---

(2)
One molecule with the formula C22H21ClN2O3S, computed with ωB97M-V/def2-TZVPD.

Output
Calculated total energy: -55634.33875 eV
Gap between HOMO and LUMO: 8.4891 eV
Multiplicity: 1
M: 428.9 g/mol

Last column: Löwdin charge in e.
Cartesian coordinates (Å):
O (1.00899, 2.09133, -1.94395)  0.08
C (0.80673, 1.97163, -0.74777)  -0.38
N (-0.44461, 1.91636, -0.22741)  -0.04
C (-0.81898, 1.49175, 1.09879)  -0.12
C (-1.62994, 0.18665, 1.04700)  -0.15
N (-2.76234, 0.35060, 0.16857)  -0.11
C (-3.90221, -0.43251, 0.34096)  -0.23
C (-3.92765, -1.54967, 1.17766)  -0.03
C (-5.09741, -2.26229, 1.36907)  -0.09
C (-6.26499, -1.88954, 0.72882)  -0.11
C (-6.25154, -0.78338, -0.10530)  -0.09
C (-5.09148, -0.06099, -0.29395)  -0.03
H (-5.11077, 0.81407, -0.92610)  0.11
H (-7.15718, -0.47371, -0.60643)  0.10
H (-7.17441, -2.45118, 0.87771)  0.10
H (-5.08920, -3.12514, 2.01939)  0.10
H (-3.02949, -1.88215, 1.67492)  0.10
C (-2.33982, 0.70944, -1.16921)  -0.13
C (-1.58063, 2.03354, -1.11858)  -0.11
H (-1.20533, 2.30268, -2.10671)  0.12
H (-2.24056, 2.82211, -0.74201)  0.13
H (-3.20285, 0.79963, -1.82593)  0.12
H (-1.67085, -0.06416, -1.58348)  0.13
H (-0.96625, -0.63011, 0.71787)  0.10
H (-1.98162, -0.03147, 2.05603)  0.13
H (-1.43482, 2.27420, 1.55704)  0.13
H (0.06810, 1.32714, 1.70689)  0.09
C (1.93768, 1.92346, 0.20962)  -0.19
C (2.17256, 2.49490, 1.43525)  -0.01
C (3.48614, 2.13155, 1.79732)  -0.01
C (3.97254, 1.37465, 0.76370)  -0.35
C (5.23253, 0.64273, 0.59913)  -0.19
H (6.00774, 1.02130, 1.26120)  0.10
H (5.57795, 0.63816, -0.43276)  0.11
S (5.05350, -1.18927, 1.06186)  0.95
O (6.29777, -1.79010, 0.59490)  -0.52
C (3.83316, -1.51745, -0.25025)  -0.40
C (4.26700, -1.80542, -1.53033)  -0.06
C (3.34626, -2.02144, -2.53974)  -0.06
C (1.99101, -1.95797, -2.25937)  -0.06
C (1.54920, -1.69467, -0.97374)  -0.09
C (2.47798, -1.47757, 0.02972)  -0.65
Cl (1.96142, -1.14030, 1.64672)  0.76
H (0.49403, -1.65743, -0.75229)  0.09
H (1.26841, -2.11605, -3.04493)  0.11
H (3.68363, -2.23343, -3.54227)  0.11
H (5.33105, -1.85967, -1.70907)  0.11
O (3.04147, 1.26700, -0.20230)  0.07
H (4.00298, 2.39607, 2.69669)  0.12
H (1.50510, 3.11612, 1.99706)  0.12

---

(3)
C22H21GeN5O6RuSSe as an isolated structure, computed with ωB97M-V/def2-TZVPD.

Output
Calculated total energy: -178167.15350 eV
Gap between HOMO and LUMO: 5.9346 eV
Multiplicity: 1
M: 736.1 g/mol

Last column: Löwdin charge in e.
Cartesian coordinates (Å):
Ru (-0.41283, -0.74731, 0.34930)  1.00
O (-0.83880, 6.76903, -0.37450)  0.09
N (-1.47590, 5.79463, -0.70907)  -0.33
O (-2.49288, 5.83619, -1.37519)  0.08
C (-0.99625, 4.47404, -0.24758)  -0.05
C (-0.06537, 4.50199, 0.73448)  0.08
C (0.45217, 3.29707, 1.29311)  -0.13
C (1.39584, 3.26457, 2.33514)  0.01
C (1.80521, 2.04754, 2.81187)  -0.02
C (1.28832, 0.87296, 2.24889)  -0.08
N (0.42241, 0.88444, 1.24611)  -0.01
C (-0.00282, 2.08364, 0.78319)  -0.17
C (-0.96374, 2.05240, -0.27245)  -0.14
N (-1.31111, 0.80586, -0.70304)  -0.01
C (-2.22601, 0.70891, -1.65490)  -0.10
C (-2.81900, 1.82937, -2.23423)  -0.02
C (-2.46453, 3.09104, -1.82718)  0.02
C (-1.50532, 3.23744, -0.80418)  -0.05
H (0.27956, 5.45776, 1.10428)  0.14
H (1.77583, 4.18993, 2.74701)  0.13
H (2.52156, 1.96946, 3.61621)  0.12
H (1.56215, -0.10814, 2.60917)  0.11
H (-2.48177, -0.29432, -1.97402)  0.07
H (-3.55692, 1.69247, -3.01119)  0.12
H (-2.91602, 3.95655, -2.27879)  0.11
O (0.68178, -2.08523, 1.53627)  -0.46
S (1.38356, -3.18286, 0.80323)  0.40
O (2.74823, -3.28409, 1.23515)  -0.29
O (1.38785, -2.62600, -0.71420)  -0.40
O (0.60967, -4.38854, 0.73884)  -0.28
Se (-1.33725, -2.95710, -2.14041)  1.21
N (-1.46782, -2.35714, -0.45994)  -0.35
C (-2.32650, -3.13607, 0.17568)  -0.35
C (-2.64335, -3.03695, 1.56407)  -0.02
C (-3.54789, -3.90240, 2.07700)  -0.06
C (-4.18188, -4.90483, 1.26652)  -0.07
C (-3.89326, -5.04685, -0.04666)  -0.02
C (-2.93769, -4.15997, -0.63940)  -0.38
N (-2.55973, -4.20577, -1.90271)  -0.22
H (-2.11981, -2.31498, 2.18027)  0.11
H (-3.79048, -3.86138, 3.13043)  0.11
H (-4.89420, -5.57010, 1.73509)  0.10
H (-4.34714, -5.81038, -0.66165)  0.12
C (4.01934, -0.34176, 0.84859)  -0.21
Ge (2.93221, -0.22953, -0.78594)  0.83
C (2.52584, 1.64697, -1.25167)  -0.20
C (3.99506, -1.02633, -2.22925)  -0.22
C (1.18354, -1.17100, -0.84615)  -0.47
H (4.30121, 0.65497, 1.19391)  0.01
H (4.92710, -0.89458, 0.61015)  0.02
H (3.52752, -0.89379, 1.64399)  0.00
H (3.07315, 1.94675, -2.14444)  0.02
H (2.79613, 2.32843, -0.44591)  0.01
H (1.46246, 1.76475, -1.46178)  0.00
H (4.96180, -0.52973, -2.31486)  0.02
H (3.48133, -0.95098, -3.18795)  0.02
H (4.16520, -2.08192, -2.00974)  0.03
H (0.91023, -1.05916, -1.90893)  0.03

---

(4)
A 2-piece molecular cluster, C22H21NO3 overall, computed with ωB97M-V/def2-TZVPD.

Output
Calculated total energy: -30786.51696 eV
Gap between HOMO and LUMO: 6.4170 eV
Multiplicity: 1
M: 347.4 g/mol

Last column: Löwdin charge in e.
Cartesian coordinates (Å):
C (-5.61475, 1.12065, -0.76398)  -0.06
C (-4.21844, 1.11295, -0.11480)  -0.56
C (-4.37679, 1.11358, 1.41279)  -0.05
C (-3.40236, -0.12765, -0.56366)  -0.06
C (-1.91494, -0.09888, -0.16466)  -0.50
O (-1.33443, -1.17447, 0.03519)  0.00
N (-1.29529, 1.09497, -0.05736)  0.12
C (-1.92015, 2.29263, -0.16043)  -0.50
O (-1.32280, 3.35676, 0.05614)  -0.01
C (-3.40081, 2.35224, -0.55769)  -0.06
H (-5.54296, 1.12646, -1.86027)  0.08
H (-6.19282, 0.23304, -0.46189)  0.08
H (-6.18493, 2.01153, -0.45486)  0.08
H (-3.39061, 1.11036, 1.89928)  0.09
H (-4.92785, 2.00998, 1.73525)  0.09
H (-4.93516, 0.22164, 1.73377)  0.09
H (-3.84897, -1.04684, -0.16278)  0.12
H (-3.43132, -0.13431, -1.67140)  0.13
H (-3.43879, 2.37828, -1.66366)  0.13
H (-3.83969, 3.26899, -0.14078)  0.12
C (4.99226, -2.60651, -3.55345)  -0.06
C (4.35737, -1.38577, -3.83882)  -0.07
C (3.65882, -0.71088, -2.83696)  -0.01
C (3.55199, -1.24890, -1.53246)  -0.14
C (2.70857, -0.62487, -0.53763)  -0.12
O (2.85196, -1.20010, 0.68878)  0.09
C (2.10263, -0.75941, 1.76478)  -0.14
C (1.26338, 0.36621, 1.64275)  -0.13
C (0.73532, 0.92029, 2.84100)  0.03
C (1.01425, 0.32707, 4.06607)  -0.06
C (1.82202, -0.82271, 4.13180)  -0.05
C (2.39906, -1.35657, 2.98409)  0.01
C (1.11903, 0.93450, 0.36778)  0.05
C (1.86105, 0.46829, -0.70395)  0.05
C (4.25508, -2.44666, -1.24860)  0.00
C (4.94224, -3.12598, -2.25044)  -0.07
H (5.52413, -3.15036, -4.34329)  0.11
H (4.39922, -0.97213, -4.84678)  0.11
H (3.15794, 0.24043, -3.04206)  0.11
H (0.15325, 1.83866, 2.75405)  0.13
H (0.60839, 0.75807, 4.98403)  0.11
H (1.99704, -1.31106, 5.09236)  0.11
H (3.07159, -2.21400, 3.00921)  0.13
H (0.54603, 1.85328, 0.26999)  0.10
H (1.77451, 0.94790, -1.67243)  0.13
H (4.23313, -2.87056, -0.24454)  0.12
H (5.43358, -4.07014, -2.01949)  0.11

---

(5)
C22H21S3SbTl as an isolated structure, computed with ωB97M-V/def2-TZVPD.

Output
Calculated total energy: -66891.23332 eV
Gap between HOMO and LUMO (spin up / spin down): 4.1703 / 4.1711 eV
Charge: -1
Multiplicity: 1
M: 707.8 g/mol

Last column: Löwdin charge in e.
Cartesian coordinates (Å):
Tl (-2.96504, 0.54661, -0.01358)  0.28
C (-5.96195, 4.55322, 0.26599)  -0.18
C (-4.80697, 3.61710, 0.52456)  -0.86
S (-4.01988, 3.02469, -0.90929)  0.34
C (-4.47772, 3.24354, 1.78585)  -0.86
C (-5.19068, 3.75272, 3.00929)  -0.17
S (-3.24071, 2.08761, 2.20593)  0.36
H (-6.10502, 4.67079, -0.80445)  0.03
H (-5.78476, 5.53819, 0.70009)  0.07
H (-6.87985, 4.14793, 0.69517)  0.07
H (-5.98910, 4.45270, 2.78212)  0.05
H (-4.47128, 4.24079, 3.66555)  0.06
H (-5.60501, 2.90315, 3.55208)  0.06
S (-0.61038, -0.40252, 2.10088)  -0.08
Sb (0.13145, -0.96877, 0.00472)  1.08
C (2.25908, -1.06087, 0.43206)  -0.37
C (2.74565, -0.65530, 1.66064)  -0.15
C (4.10155, -0.68915, 1.92821)  -0.10
C (4.98159, -1.13591, 0.95784)  -0.11
C (4.50110, -1.54608, -0.27527)  -0.10
C (3.14357, -1.50536, -0.53642)  -0.13
C (0.34954, -3.19134, -0.20204)  -0.31
C (0.45896, -3.92302, -1.36616)  -0.13
C (0.76210, -5.27559, -1.29731)  -0.10
C (0.95110, -5.89199, -0.07271)  -0.10
C (0.83674, -5.15289, 1.09299)  -0.08
C (0.54173, -3.80483, 1.02228)  -0.14
C (0.81762, 0.55756, -1.51513)  -0.31
C (1.17168, 1.74778, -0.90898)  -0.12
C (1.72822, 2.76784, -1.65683)  -0.07
C (1.92903, 2.58553, -3.01555)  -0.09
C (1.55684, 1.39760, -3.62288)  -0.09
C (0.99396, 0.37606, -2.87184)  -0.13
H (2.04173, -0.31324, 2.41032)  0.04
H (4.47207, -0.36943, 2.89167)  0.10
H (6.04251, -1.17156, 1.16134)  0.09
H (5.18846, -1.89806, -1.03317)  0.10
H (2.77463, -1.82293, -1.50347)  0.09
H (0.31796, -3.45323, -2.33005)  0.09
H (0.85249, -5.84578, -2.21291)  0.10
H (1.19399, -6.94508, -0.02583)  0.10
H (0.98162, -5.61559, 2.05873)  0.10
H (0.46353, -3.21065, 1.92222)  0.07
H (1.01757, 1.87003, 0.15475)  0.10
H (2.00628, 3.69324, -1.17222)  0.11
H (2.37994, 3.37243, -3.60300)  0.10
H (1.70627, 1.25461, -4.68651)  0.10
H (0.70780, -0.55255, -3.34967)  0.10